1.
C44H31BBr2N6O9RuS2 | wB97M-V/def2-TZVPD

E: -8765.35963 a.u.
frontier orbital gap (spin up / spin down): 4.31 / 6.09 eV
max |F|: 0.03238 Eh/bohr
⟨S²⟩: 8.8131
HOMO energy (spin up / spin down): -2.2 / -4.8 eV
ΔE to the lowest compared entry with this formula, charge and spin: 0.203 eV
2S+1: 6
net charge: -1

Each line ends with the Mulliken charge.
Positions of all 96 atoms, in Å:
Ru: -0.0545 0.1619 0.5735  0.851
Br: -4.7162 -5.7391 0.2965  -0.216
C: -3.2726 -4.4927 0.3698  -0.201
C: -1.9837 -4.9324 0.1069  -0.600
C: -0.9513 -3.9912 0.1253  -0.419
C: -1.1705 -2.6423 0.3798  -0.325
O: -0.1313 -1.8122 0.3030  0.071
C: -2.5074 -2.2007 0.6770  0.770
C: -2.8643 -0.8621 0.9059  -0.767
N: -2.0261 0.2249 0.9455  1.018
C: -2.5419 1.5357 1.0257  0.685
C: -3.8917 1.8815 1.0816  -1.112
C: -4.2672 3.2221 1.1486  -0.965
C: -3.3171 4.2258 1.1769  -0.744
C: -1.9455 3.9080 1.1133  1.082
C: -0.8980 4.8817 1.1658  -1.342
C: 0.4468 4.4523 1.1054  -1.341
C: 0.7479 3.1331 0.9446  -0.595
N: -0.2402 2.1620 0.8465  0.657
C: -1.5820 2.5539 0.9997  0.009
C: -3.5424 -3.1778 0.6572  -1.009
H: -1.7848 -5.9727 -0.1117  0.417
H: 0.0709 -4.2875 -0.0844  0.379
H: -3.9233 -0.6845 1.0517  -0.031
H: -4.6634 1.1237 1.0592  0.322
H: -5.3212 3.4761 1.1822  0.371
H: -3.6115 5.2680 1.2507  0.389
H: -1.1495 5.9286 1.2893  0.367
H: 1.2630 5.1580 1.1966  0.477
H: 1.7713 2.7899 0.9132  0.827
H: -4.5638 -2.8668 0.8466  0.498
O: -2.1577 1.8959 -2.0398  -0.129
B: -1.5352 0.8380 -2.6707  0.251
O: -1.1799 1.1479 -3.9826  -0.574
C: -1.5762 2.4634 -4.1395  0.363
C: -1.4289 3.2819 -5.2323  -1.093
C: -1.9046 4.5892 -5.1009  -0.496
C: -2.4972 5.0295 -3.9221  -0.616
C: -2.6396 4.1869 -2.8184  -0.893
C: -2.1606 2.9089 -2.9622  0.566
H: -0.9654 2.9246 -6.1433  0.503
H: -1.7979 5.2745 -5.9325  0.382
H: -2.8487 6.0513 -3.8544  0.410
H: -3.0976 4.5043 -1.8887  0.542
O: 0.4811 -1.4097 -2.8507  -0.584
C: -0.6907 -1.4003 -2.6925  -0.564
O: -1.2849 -0.3270 -2.0221  1.757
C: -1.6462 -2.4396 -3.1001  0.784
C: -2.9681 -2.4220 -2.6852  -0.230
C: -3.8534 -3.4347 -3.0490  -1.452
C: -3.3576 -4.4293 -3.8486  1.041
O: -4.0079 -5.5140 -4.3362  -0.520
C: -3.0830 -6.1868 -5.1944  -0.262
O: -1.8158 -5.5536 -5.0469  -0.521
C: -2.0388 -4.4448 -4.2712  0.897
C: -1.1542 -3.4756 -3.9098  -1.183
H: -3.3018 -1.6255 -2.0351  0.504
H: -4.8777 -3.4513 -2.7013  0.412
H: -3.4198 -6.1039 -6.2300  0.256
H: -3.0086 -7.2326 -4.9028  0.252
H: -0.1142 -3.4868 -4.2106  0.524
Br: 2.8817 -2.0585 0.7226  -0.061
C: 2.7363 -0.7123 -0.5789  -0.107
C: 3.6209 -0.7689 -1.6450  -0.804
C: 3.6019 0.2401 -2.5848  -0.440
C: 2.7068 1.2801 -2.4226  -1.192
C: 1.8505 1.2478 -1.3462  -0.342
N: 1.8384 0.2657 -0.4286  0.839
H: 4.3019 -1.6030 -1.7230  0.491
H: 4.2851 0.2185 -3.4245  0.425
H: 2.6616 2.1053 -3.1200  0.501
H: 1.1335 2.0417 -1.1831  0.566
N: 7.3934 -1.6187 6.0977  -0.588
C: 6.5435 -0.7412 5.4190  1.183
C: 6.0159 0.3757 6.0654  -0.689
C: 5.2028 1.2642 5.3804  -0.233
C: 4.9146 1.0478 4.0435  -0.625
C: 5.4436 -0.0536 3.3856  -0.442
C: 6.2519 -0.9435 4.0680  -0.862
S: 3.8424 2.1553 3.1638  1.372
O: 4.6017 2.6665 2.0511  -0.817
O: 3.3601 3.0957 4.1499  -0.701
N: 2.6834 1.2418 2.5470  0.151
C: 1.7515 0.6401 3.2924  -0.013
S: 1.6079 0.6263 5.0652  -0.152
C: 0.2171 -0.4030 4.9613  -0.387
C: -0.0841 -0.6360 3.6740  -1.079
N: 0.7577 -0.0574 2.7472  0.497
H: 7.2989 -1.6258 7.0982  0.215
H: 7.4692 -2.5393 5.7018  0.218
H: 6.2351 0.5363 7.1162  0.259
H: 4.7716 2.1256 5.8757  0.502
H: 5.2109 -0.2087 2.3411  0.445
H: 6.6584 -1.8117 3.5571  0.276
H: -0.2988 -0.7451 5.8447  0.421
H: -0.9150 -1.2317 3.3197  0.324



2.
C44H31Cl5O3P2PtS | wB97M-V/def2-TZVPD

E: -5421.71644 a.u.
frontier orbital gap: 5.86 eV
max |F|: 0.00692 Eh/bohr
HOMO energy: -12.8 eV
ΔE to the lowest compared entry with this formula, charge and spin: 0.000 eV
net charge: +2

Each line ends with the Mulliken charge.
Positions of all 87 atoms, in Å:
Pt: 0.4923 0.0037 0.7494  4.711
O: -0.1030 2.8406 -0.3893  -0.735
S: 0.7592 2.2067 0.6027  1.284
C: 2.4249 2.4782 0.0756  0.440
C: 3.1742 3.5822 0.4505  -0.844
C: 4.3781 3.8094 -0.2015  -0.900
C: 4.8051 2.9535 -1.2084  -0.916
C: 4.0533 1.8389 -1.5545  -0.486
C: 2.8475 1.5888 -0.9106  -0.021
P: 1.9441 0.0283 -1.1679  0.439
C: 1.2119 -0.0222 -2.7977  0.105
C: 0.8331 -1.2779 -3.2861  -0.383
C: 0.1735 -1.3678 -4.4990  -0.896
C: -0.1149 -0.2116 -5.2186  -0.722
C: 0.2560 1.0325 -4.7295  -0.741
C: 0.9204 1.1339 -3.5145  -0.635
C: 3.2547 -1.1851 -1.0342  0.794
C: 3.7620 -1.4412 0.2398  -0.225
C: 4.8410 -2.2915 0.3910  -0.664
C: 5.4122 -2.8890 -0.7273  -0.767
C: 4.9130 -2.6275 -1.9948  -0.726
C: 3.8338 -1.7705 -2.1558  -0.376
C: 0.5013 2.9383 2.1848  0.261
C: 0.4679 4.3233 2.2811  -0.567
C: 0.2058 4.8935 3.5174  -0.990
C: -0.0385 4.0839 4.6186  -0.738
C: -0.0530 2.7010 4.4917  -0.192
C: 0.2108 2.1071 3.2606  -1.131
P: 0.1131 0.3020 3.0477  1.616
C: -1.2641 -0.2050 4.0775  0.259
C: -2.4756 0.4820 3.9643  -0.237
C: -3.5729 0.0631 4.6955  -0.835
C: -3.4667 -1.0385 5.5356  -0.609
C: -2.2618 -1.7161 5.6541  -0.814
C: -1.1553 -1.3060 4.9256  -0.399
C: 1.6623 -0.3850 3.6674  0.371
C: 2.6079 0.4013 4.3254  -0.975
C: 3.7965 -0.1676 4.7542  -0.780
C: 4.0431 -1.5168 4.5360  -0.776
C: 3.1057 -2.3030 3.8786  -0.748
C: 1.9192 -1.7415 3.4345  -0.208
H: 2.8404 4.2501 1.2309  0.615
H: 4.9841 4.6600 0.0791  0.456
H: 5.7431 3.1430 -1.7123  0.480
H: 4.4194 1.1488 -2.3046  0.566
H: 1.0627 -2.1775 -2.7219  0.382
H: -0.1113 -2.3362 -4.8879  0.514
H: -0.6270 -0.2843 -6.1687  0.437
H: 0.0323 1.9268 -5.2949  0.468
H: 1.2011 2.1074 -3.1304  0.443
H: 3.3135 -0.9851 1.1170  0.006
H: 5.2336 -2.4962 1.3777  0.516
H: 6.2508 -3.5621 -0.6085  0.447
H: 5.3625 -3.0920 -2.8619  0.474
H: 3.4474 -1.5720 -3.1472  0.448
H: 0.6077 4.9419 1.4039  0.747
H: 0.1744 5.9699 3.6165  0.464
H: -0.2486 4.5334 5.5798  0.506
H: -0.2953 2.0819 5.3462  0.622
H: -2.5630 1.3419 3.3159  0.452
H: -4.5086 0.5996 4.6154  0.471
H: -4.3250 -1.3613 6.1093  0.442
H: -2.1804 -2.5659 6.3180  0.475
H: -0.2190 -1.8375 5.0301  0.393
H: 2.4237 1.4529 4.5063  0.405
H: 4.5283 0.4415 5.2674  0.471
H: 4.9686 -1.9569 4.8832  0.483
H: 3.2972 -3.3539 3.7062  0.499
H: 1.2072 -2.3477 2.8888  0.200
Cl: -2.9710 -6.4411 -1.2031  -0.161
C: -1.9990 -5.1575 -0.6258  0.315
C: -2.5568 -4.1299 0.1231  -0.018
Cl: -4.2324 -4.1433 0.4854  -0.156
C: -1.7546 -3.0872 0.5865  1.201
Cl: -2.4602 -1.8842 1.5997  -0.043
C: -0.3861 -3.0056 0.2999  -1.968
O: 0.4333 -2.0317 0.6917  -0.453
C: 0.1555 -4.0763 -0.4391  0.192
Cl: 1.8449 -4.0739 -0.7570  -0.064
C: -0.6275 -5.1309 -0.8904  0.110
Cl: 0.0855 -6.4015 -1.7898  -0.155
C: -1.7843 -0.1258 -1.2520  -0.823
C: -1.6132 0.5079 0.0712  0.402
O: -2.1747 1.2179 0.7767  -0.239
H: -2.8583 -0.1457 -1.4437  0.501
H: -1.3595 -1.1274 -1.2717  0.100
H: -1.2717 0.5137 -1.9759  0.131



3.
C44H31CuI2NO5S2 | wB97M-V/def2-TZVPD

E: -5158.48948 a.u.
frontier orbital gap (spin up / spin down): 6.38 / 5.78 eV
max |F|: 0.03783 Eh/bohr
⟨S²⟩: 0.7528
HOMO energy (spin up / spin down): -7.1 / -7.0 eV
ΔE to the lowest compared entry with this formula, charge and spin: 0.000 eV
2S+1: 2

Each line ends with the Mulliken charge.
Positions of all 86 atoms, in Å:
Cu: -1.7831 2.1881 -2.3540  -0.026
I: -5.7673 4.9873 -0.4640  0.061
C: -5.5783 2.9771 -0.8267  -0.544
C: -6.6319 2.0899 -0.6136  -0.171
C: -6.4876 0.7243 -0.7994  -0.750
I: -8.2502 -0.4711 -0.6833  0.026
C: -5.2164 0.2170 -1.2776  1.484
C: -4.9112 -1.1458 -1.4016  -0.858
C: -3.7572 -1.5029 -2.0804  -1.106
C: -2.8718 -0.5346 -2.5491  -0.128
N: -3.0738 0.7536 -2.2611  -0.053
C: -4.2025 1.1317 -1.6502  0.139
C: -4.3301 2.5653 -1.3515  1.393
O: -3.2927 3.3375 -1.5564  -0.866
H: -7.5920 2.4754 -0.2713  0.333
H: -5.6275 -1.8500 -1.0099  0.322
H: -3.4894 -2.5524 -2.2632  0.430
H: -1.9966 -0.7574 -3.1610  0.527
C: 1.8822 3.1653 5.6278  -1.596
C: 0.8171 2.7498 4.6193  1.013
C: -0.0139 1.6343 4.8790  -0.767
C: -0.8541 1.1510 3.8764  -0.352
C: -0.8496 1.7776 2.6409  -0.197
C: -0.1624 2.9880 2.4240  -0.313
C: 0.6659 3.4820 3.4159  -0.731
S: -1.7371 1.0262 1.2571  1.088
O: -3.1691 0.8618 1.6985  -0.746
C: -1.1132 -0.7010 1.2093  0.348
C: -2.1543 -1.6381 1.2131  -0.657
C: -1.9075 -2.9875 1.0117  -1.193
C: -0.6101 -3.4342 0.8112  0.722
C: -0.3527 -4.8171 0.5736  -1.151
C: 0.9256 -5.2416 0.2556  -0.519
C: 1.9816 -4.3328 0.2110  -0.933
C: 1.7798 -2.9899 0.4826  -0.535
C: 0.4922 -2.4808 0.8202  1.239
C: 0.2127 -1.1009 1.0327  -1.027
C: 1.3526 -0.1485 1.0703  0.893
C: 2.3624 -0.1679 2.0956  1.107
C: 2.2639 -1.0156 3.2101  -0.899
C: 3.0688 -0.8220 4.3488  -0.774
C: 4.0785 0.1456 4.3278  -0.870
C: 4.2462 0.9141 3.1939  -0.767
C: 3.4508 0.7736 2.0418  0.651
C: 3.5775 1.6365 0.9231  -1.461
C: 2.5919 1.6087 -0.0650  -0.658
C: 1.5239 0.7214 -0.0015  0.154
S: 0.4404 0.6764 -1.4583  2.227
O: 0.2039 2.1024 -1.9326  -1.097
C: 1.4899 -0.1288 -2.7006  0.261
C: 2.2590 0.6870 -3.5132  -0.498
C: 2.9636 0.0845 -4.5525  -0.945
C: 2.8914 -1.2844 -4.7835  1.102
C: 3.6137 -1.9022 -5.9618  -1.488
C: 2.1705 -2.1208 -3.8786  -0.985
C: 1.4982 -1.5397 -2.8227  -0.215
H: 2.0123 2.3534 6.3424  0.353
H: 1.6306 4.0797 6.2079  0.355
H: 2.8360 3.3239 5.0943  0.343
H: 0.1294 1.1196 5.8252  0.344
H: -1.5184 0.2962 4.0346  0.431
H: -0.2451 3.4698 1.4588  0.518
H: 1.2074 4.4093 3.2706  0.411
H: -3.1944 -1.3242 1.4169  0.611
H: -2.7167 -3.6954 0.9872  0.462
H: -1.1791 -5.5290 0.5562  0.425
H: 1.1053 -6.3144 0.0171  0.350
H: 2.9685 -4.6992 -0.0792  0.434
H: 2.6213 -2.3021 0.4186  0.523
H: 1.5263 -1.8278 3.2215  0.391
H: 2.8713 -1.4206 5.2414  0.418
H: 4.7250 0.2850 5.1876  0.421
H: 4.9992 1.7040 3.1612  0.412
H: 4.4103 2.3288 0.8707  0.411
H: 2.6011 2.3076 -0.9082  0.470
H: 2.2532 1.7672 -3.3936  0.396
H: 3.5619 0.6905 -5.2240  0.331
H: 4.4044 -1.2598 -6.3607  0.369
H: 2.9193 -2.0708 -6.8266  0.286
H: 4.0573 -2.8945 -5.6965  0.349
H: 2.1980 -3.2009 -4.0517  0.392
H: 0.9034 -2.1634 -2.1469  0.519
O: -1.3481 2.6511 -4.2198  -0.339
C: -1.0389 1.6432 -4.9132  0.018
O: -1.0337 0.4705 -4.5573  -0.428
H: -0.6879 1.8369 -5.9613  0.382



- Number 2 is which compound?
  C44H31Cl5O3P2PtS



- What is the formula in the first record?
  C44H31BBr2N6O9RuS2